# 1
A 9-piece molecular cluster, C42H88BF3O38P5S2 overall in a non-equilibrium geometry. Source: the Open Molecules 2025 dataset; level of theory: the ωB97M-V functional and the def2-TZVPD basis.

Atoms and positions in Å:
O1 -2.557 3.092 -1.299
C1 -1.912 2.033 -1.412
O2 -2.163 0.874 -0.839
B1 -1.174 -0.184 -1.254
O3 -0.478 0.501 -2.422
C2 -0.772 1.799 -2.415
O4 -0.435 2.588 -3.330
O5 -1.836 -1.469 -1.693
C3 -1.195 -2.520 -1.172
O6 -1.308 -3.665 -1.578
C4 -0.180 -1.948 -0.210
O7 -0.324 -0.627 -0.117
O8 0.675 -2.675 0.332
C5 -0.614 -6.916 -8.040
C6 0.633 -7.818 -7.920
O9 0.905 -8.607 -9.095
C7 1.702 -9.744 -9.110
O10 2.266 -10.134 -8.100
C8 1.945 -10.256 -10.497
F1 1.225 -9.634 -11.340
F2 3.203 -10.131 -10.787
F3 1.692 -11.530 -10.649
H1 -1.464 -7.531 -7.743
H2 -0.831 -6.351 -8.946
H3 -0.590 -6.109 -7.308
H4 0.457 -8.485 -7.076
H5 1.618 -7.380 -7.761
C9 2.046 -12.491 -1.158
C10 3.048 -12.089 -0.090
O11 4.288 -12.081 -0.796
S1 4.281 -13.473 -1.721
O12 4.686 -14.653 -0.972
O13 4.823 -13.327 -3.074
O14 2.619 -13.606 -1.711
H6 1.893 -11.583 -1.741
H7 1.132 -12.923 -0.751
H8 3.199 -12.793 0.729
H9 2.871 -11.087 0.299
C11 -4.656 2.389 5.668
C12 -4.418 3.751 4.965
O15 -4.690 4.734 5.928
S2 -4.405 4.229 7.479
O16 -5.249 4.866 8.441
O17 -2.945 4.196 7.664
O18 -4.945 2.735 7.025
H10 -3.743 1.793 5.678
H11 -5.508 1.753 5.429
H12 -5.097 4.019 4.156
H13 -3.377 3.946 4.711
C13 -1.337 -4.063 7.682
C14 -2.363 -4.354 8.823
O19 -3.750 -3.944 8.449
P1 -4.934 -5.083 8.489
O20 -5.184 -5.440 9.918
O21 -4.200 -6.227 7.607
C15 -3.821 -6.108 6.258
C16 -4.895 -6.741 5.423
O22 -6.130 -4.472 7.556
C17 -7.396 -5.179 7.615
C18 -8.450 -4.138 7.380
H14 -1.318 -4.807 6.885
H15 -1.450 -3.058 7.276
H16 -0.297 -4.007 8.004
H17 -2.197 -5.423 8.956
H18 -2.100 -3.873 9.766
H19 -3.667 -5.077 5.939
H20 -2.904 -6.674 6.092
H21 -5.371 -7.671 5.734
H22 -5.676 -6.035 5.138
H23 -4.289 -6.983 4.550
H24 -7.516 -6.025 6.938
H25 -7.529 -5.691 8.568
H26 -9.409 -4.474 6.985
H27 -8.460 -3.631 8.345
H28 -8.179 -3.324 6.708
C19 5.563 7.569 -8.857
C20 5.935 7.041 -7.512
O23 7.303 6.819 -7.448
P2 7.962 5.688 -6.429
O24 8.548 4.478 -7.058
O25 9.028 6.605 -5.564
C21 9.909 7.548 -6.270
C22 10.348 8.443 -5.077
O26 6.803 5.207 -5.418
C23 6.936 5.596 -4.037
C24 6.250 6.970 -3.625
H29 6.092 8.454 -9.212
H30 5.631 6.790 -9.616
H31 4.504 7.820 -8.920
H32 5.643 7.736 -6.725
H33 5.441 6.084 -7.343
H34 10.674 7.180 -6.954
H35 9.286 8.286 -6.774
H36 11.056 7.917 -4.436
H37 10.881 9.356 -5.343
H38 9.592 8.799 -4.377
H39 6.513 4.732 -3.524
H40 7.929 5.360 -3.652
H41 5.321 7.177 -4.157
H42 6.182 7.174 -2.557
H43 6.794 7.787 -4.099
C25 -4.164 0.960 -9.188
C26 -4.727 0.646 -10.559
O27 -4.044 1.276 -11.629
P3 -4.910 2.147 -12.658
O28 -6.175 1.353 -13.039
O29 -5.206 3.631 -12.013
C27 -4.164 4.588 -11.828
C28 -4.588 5.771 -10.938
O30 -3.777 2.395 -13.844
C29 -2.397 2.748 -13.664
C30 -1.594 1.992 -14.753
H44 -3.074 0.931 -9.206
H45 -4.439 1.940 -8.797
H46 -4.552 0.141 -8.581
H47 -4.766 -0.429 -10.731
H48 -5.764 0.980 -10.526
H49 -3.328 4.271 -11.205
H50 -3.976 5.033 -12.805
H51 -4.430 5.575 -9.878
H52 -4.042 6.712 -11.004
H53 -5.636 6.062 -11.006
H54 -2.245 3.753 -14.057
H55 -2.053 2.696 -12.631
H56 -0.876 2.609 -15.292
H57 -0.990 1.147 -14.422
H58 -2.355 1.784 -15.505
C31 -1.734 16.809 1.700
C32 -3.032 15.995 2.086
O31 -2.729 15.089 3.040
P4 -3.900 14.155 3.567
O32 -5.119 14.860 4.030
O33 -3.260 13.150 4.651
C33 -1.932 12.826 4.469
C34 -1.640 11.461 5.182
O34 -4.226 13.310 2.189
C35 -4.776 11.986 2.418
C36 -5.720 11.646 1.312
H59 -1.075 16.085 1.220
H60 -2.009 17.567 0.966
H61 -1.196 17.212 2.558
H62 -3.782 16.660 2.515
H63 -3.554 15.452 1.299
H64 -1.844 12.677 3.393
H65 -1.256 13.620 4.788
H66 -0.565 11.290 5.110
H67 -1.797 11.491 6.260
H68 -2.145 10.595 4.754
H69 -3.888 11.356 2.483
H70 -5.370 11.813 3.316
H71 -5.663 10.559 1.245
H72 -6.743 11.868 1.616
H73 -5.472 12.208 0.411
C37 7.143 -10.294 13.727
C38 6.403 -9.125 12.967
O35 5.520 -9.513 12.009
P5 4.522 -8.424 11.287
O36 3.822 -7.491 12.213
O37 3.572 -9.413 10.354
C39 2.618 -10.178 10.989
C40 2.157 -11.382 10.096
O38 5.574 -7.788 10.135
C41 5.935 -8.655 9.073
C42 4.934 -8.448 7.898
H74 7.839 -10.756 13.027
H75 7.709 -9.910 14.575
H76 6.391 -11.000 14.080
H77 5.842 -8.497 13.659
H78 7.206 -8.484 12.603
H79 2.947 -10.611 11.933
H80 1.787 -9.492 11.156
H81 1.588 -11.080 9.216
H82 2.886 -12.123 9.769
H83 1.487 -11.901 10.780
H84 6.972 -8.472 8.793
H85 6.066 -9.660 9.473
H86 4.674 -7.404 7.720
H87 5.329 -8.835 6.959
H88 4.130 -9.116 8.208

E_tot ... -199741.519 eV
LUMO level ... 1.5 eV
F_max ... 5.6 eV/A
Total charge ... -1


# 2
A 2-piece molecular cluster, C5H9NO4 overall in a non-equilibrium geometry. Source: the Open Molecules 2025 dataset; level of theory: the ωB97M-V functional and the def2-TZVPD basis.

Atoms and positions in Å:
C1 -1.074 2.597 0.801
C2 -0.274 2.029 -0.320
C3 -0.131 0.449 -0.054
C4 0.563 -0.770 -1.001
O1 -0.148 -1.526 -1.596
C5 2.050 -0.980 -0.903
O2 -1.341 0.116 -0.001
O3 -0.226 -4.615 1.173
N1 -1.122 -3.767 1.145
O4 -2.315 -3.779 0.945
H1 -1.140 3.660 0.835
H2 -2.084 2.207 0.849
H3 -0.671 2.307 1.772
H4 -0.839 2.138 -1.268
H5 0.715 2.538 -0.350
H6 0.704 0.527 0.714
H7 2.510 -0.586 0.025
H8 2.296 -2.055 -0.995
H9 2.526 -0.491 -1.770

Energy relative to the best compared isomer or geometry (same formula, charge and spin) ... 827.60 kJ/mol
E_tot ... -15003.667 eV
LUMO level (spin up / spin down) ... -1.8 / -1.7 eV
F_max ... 5.0 eV/A


# 3
C13H10AuN3O5 as an isolated structure in a non-equilibrium geometry. Source: the Open Molecules 2025 dataset; level of theory: the ωB97M-V functional and the def2-TZVPD basis.

Atoms and positions in Å:
Au1 -0.451 -0.082 -0.906
O1 0.834 3.374 -3.119
C1 0.572 2.262 -2.508
O2 -0.191 2.146 -1.555
C2 1.278 1.071 -3.076
C3 2.364 1.103 -3.930
C4 2.929 -0.103 -4.335
C5 2.376 -1.308 -3.914
C6 1.294 -1.226 -3.055
N1 0.774 -0.093 -2.648
C7 0.572 -2.481 -2.405
O3 0.729 -3.502 -3.085
O4 -0.048 -2.258 -1.361
H1 0.349 4.136 -2.752
H2 2.757 2.053 -4.267
H3 3.798 -0.110 -4.980
H4 2.765 -2.266 -4.228
N2 -1.695 0.497 5.977
C8 -1.406 -0.554 5.190
O5 -1.023 -1.632 5.579
C9 -1.526 -0.355 3.681
C10 -1.534 -1.507 2.906
C11 -1.443 -1.402 1.536
N3 -1.360 -0.201 0.936
C12 -1.433 0.924 1.667
C13 -1.522 0.881 3.044
H5 -1.611 0.368 6.973
H6 -2.139 1.337 5.653
H7 -1.585 -2.481 3.373
H8 -1.427 -2.279 0.904
H9 -1.432 1.865 1.132
H10 -1.563 1.821 3.575

E_tot ... -32024.876 eV
LUMO level (spin up / spin down) ... -11.7 / -11.6 eV
F_max ... 8.3 eV/A
Total charge ... +2


# 4
CH2I3P as an isolated structure in a non-equilibrium geometry. Source: the Open Molecules 2025 dataset; level of theory: the ωB97M-V functional and the def2-TZVPD basis.

Atoms and positions in Å:
C1 0.789 0.054 0.038
P1 -1.397 0.194 -0.731
I1 1.440 -1.794 -0.708
I2 1.686 1.861 -0.818
I3 0.720 0.401 2.100
H1 -1.823 0.347 0.649
H2 -1.416 -1.063 -0.530

Energy relative to the best compared isomer or geometry (same formula, charge and spin) ... 144.43 kJ/mol
E_tot ... -34657.492 eV
LUMO level ... -1.2 eV
F_max ... 4.7 eV/A


# 5
One molecule with the formula ClN3O2 in a non-equilibrium geometry. Source: the Open Molecules 2025 dataset; level of theory: the ωB97M-V functional and the def2-TZVPD basis.

Atoms and positions in Å:
O1 -1.615 -1.051 0.071
N1 -1.096 0.038 0.033
O2 -1.628 1.097 -0.068
N2 0.267 0.011 0.379
N3 1.243 -0.063 -0.500
Cl1 2.828 -0.031 0.086

Energy relative to the best compared isomer or geometry (same formula, charge and spin) ... 207.21 kJ/mol
E_tot ... -21081.159 eV
LUMO level ... -1.4 eV
F_max ... 6.9 eV/A
SMILES ... O=[N+]([O-])/N=N/Cl


# 6
C20H25N2OV as an isolated structure in a non-equilibrium geometry. Source: the Open Molecules 2025 dataset; level of theory: the ωB97M-V functional and the def2-TZVPD basis.

Atoms and positions in Å:
C1 -0.709 1.663 -2.361
C2 0.591 1.225 -2.943
C3 -1.959 1.364 -3.099
C4 -0.635 2.933 -1.590
H1 -2.265 2.243 -3.691
H2 -2.808 1.109 -2.452
H3 -1.849 0.513 -3.777
H4 0.792 1.803 -3.865
H5 0.631 0.166 -3.221
H6 1.417 1.394 -2.235
H7 -0.204 3.742 -2.205
H8 -0.002 2.839 -0.695
H9 -1.622 3.257 -1.251
C5 -1.345 -2.568 -0.212
C6 -1.979 -1.976 -1.386
C7 -0.955 -1.536 -2.264
H10 -3.048 -1.995 -1.624
C8 0.310 -1.790 -1.655
C9 0.081 -2.497 -0.433
H11 0.855 -3.025 0.134
H12 -1.859 -3.073 0.615
H13 -1.102 -1.222 -3.294
H14 1.289 -1.601 -2.099
C10 -1.588 0.604 1.969
C11 -2.419 -0.513 1.574
C12 -3.172 -0.080 0.403
H15 -2.568 -1.449 2.124
C13 -2.770 1.248 0.089
C14 -1.771 1.655 1.024
H16 -1.303 2.639 1.084
H17 -1.031 0.706 2.903
H18 -3.988 -0.633 -0.078
H19 -3.241 1.892 -0.652
V1 -1.001 -0.441 -0.024
N1 5.219 0.066 2.760
C15 4.240 0.412 1.862
O1 4.427 1.210 0.956
C16 2.915 -0.254 2.070
C17 2.654 -1.157 3.126
C18 1.404 -1.752 3.208
C19 0.470 -1.437 2.228
N2 0.692 -0.557 1.224
C20 1.912 0.049 1.137
H20 6.146 0.479 2.662
H21 5.055 -0.621 3.476
H22 3.404 -1.388 3.882
H23 1.095 -2.455 3.987
H24 -0.491 -1.948 2.287
H25 2.087 0.756 0.319

Expectation value of S² ... 0.771
E_tot ... -51852.532 eV
LUMO level (spin up / spin down) ... -3.9 / -3.7 eV
F_max ... 2.6 eV/A
Total charge ... +1
2S+1 ... 2